Computed, not measured: an isolated ion of composition C5H10N3O and charge +1 in a non-equilibrium geometry, with wB97M-V/def2-TZVPD.

Output
- highest occupied orbital energy (eV) = -13.29
- LUMO level (eV) = -3.50
- frontier orbital gap (eV) = 9.79
- structure (SMILES) = CC#[N+]N/C([O-])=C(\C)[NH3+]
- F_max (eV/Å) = 5.8
- ΔE to the lowest compared entry with this formula, charge and spin (eV) = 3.878
- E_tot (eV) = -11854.9018

ORCA input file:
```
! RIJCOSX wB97M-V def2-TZVPD def2/J DEFGRID3
* xyz 1 1
C 0.8500 0.6955 1.0293
C -1.6886 0.1383 0.4034
C -0.4072 -0.3799 -0.2839
C 2.2602 0.6355 0.9972
C -0.1973 0.2476 -1.7364
N -0.0651 1.3607 1.5764
N -1.3127 1.1085 1.3308
N -0.5115 -1.8562 -0.4613
O -2.6920 -0.5207 0.3349
H 2.4327 0.6157 -0.0779
H 2.7427 -0.1009 1.5832
H 2.5164 1.6308 1.4794
H -0.6825 1.2415 -1.8057
H -0.6386 -0.5071 -2.4214
H 0.8380 0.4529 -1.9292
H -1.8963 1.8074 1.8024
H -1.4679 -2.2168 -0.6190
H 0.0223 -2.4361 0.1868
H -0.1026 -1.9168 -1.3889
*
```

Computed, not measured: an isolated ion of composition C5H10N3O2S and charge +1 in a non-equilibrium geometry, with wB97M-V/def2-TZVPD.

Output
- highest occupied orbital energy (alpha / beta) (eV) = -13.99 / -14.05
- LUMO level (alpha / beta) (eV) = -5.22 / -5.14
- frontier orbital gap (alpha / beta) (eV) = 8.76 / 8.91
- structure (SMILES) = CN(C)S(=O)(=O)[n+]1cc[nH]c1
- F_max (eV/Å) = 4.9
- ΔE to the lowest compared entry with this formula, charge and spin (eV) = 6.579
- E_tot (eV) = -24734.3778

ORCA input file:
```
! RIJCOSX wB97M-V def2-TZVPD def2/J DEFGRID3
* xyz 1 1
C 2.4030 0.5190 2.1826
C 1.3045 0.6657 1.3793
C 2.2897 -1.1073 0.6779
C -1.8571 -0.8215 -0.4562
C -0.9825 1.2330 -1.6344
N 3.0620 -0.5696 1.6386
N 1.2915 -0.2489 0.4264
N -0.7971 -0.1204 -1.1758
O 0.4559 -2.7913 -0.7431
O 1.5879 -0.2074 -2.1974
S 0.6158 -0.7629 -1.3094
H 2.9158 1.1680 2.8282
H 0.7277 1.5689 1.2782
H 2.4734 -1.8217 -0.1311
H -1.4199 -1.3464 0.3544
H -2.3958 -0.0414 0.0132
H -2.2975 -1.4517 -1.2111
H -0.0017 1.5108 -2.0717
H -1.6709 1.1680 -2.5092
H -1.3474 1.9384 -0.9028
H 3.7989 -1.0711 1.9179
*
```

Computed, not measured: a 2-piece molecular cluster, C5H10N3O3 overall in a non-equilibrium geometry, with wB97M-V/def2-TZVPD.

Output
- highest occupied orbital energy (eV) = -3.96
- LUMO level (eV) = 3.50
- frontier orbital gap (eV) = 7.46
- F_max (eV/Å) = 4.0
- ΔE to the lowest compared entry with this formula, charge and spin (eV) = 1.169
- E_tot (eV) = -15956.6254

ORCA input file:
```
! RIJCOSX wB97M-V def2-TZVPD def2/J DEFGRID3
* xyz -1 1
C 0.5370 -1.3870 -0.1738
C 1.9384 -0.7979 -0.2051
C -0.3611 -0.6495 0.8452
C 1.8150 0.5516 -0.8495
C -0.3041 0.7739 0.4583
N 0.6677 1.2614 -0.2495
N -1.1179 1.6919 0.9595
N -2.7787 -0.5944 -0.1733
O 0.6732 2.5555 -0.6510
O -3.5457 0.0363 0.6041
O -3.2548 -1.5403 -0.8590
H 0.0231 -1.2676 -1.2439
H 0.5058 -2.5048 0.0246
H 2.3583 -0.7611 0.7918
H 2.7487 -1.4257 -0.7854
H -1.3882 -1.0805 0.7222
H 0.1357 -0.6215 1.8614
H 2.7662 1.2633 -0.5782
H 1.5787 0.5221 -1.8762
H -0.9666 2.6158 0.4946
H -2.0306 1.3584 0.8833
*
```

Computed, not measured: an isolated ion of composition C5H10N3O4 and charge +1 in a non-equilibrium geometry, with wB97M-V/def2-TZVPD.

Output
- highest occupied orbital energy (eV) = -14.05
- LUMO level (eV) = -6.45
- frontier orbital gap (eV) = 7.60
- structure (SMILES) = CC1(C)N(O)O[N+](=O)[C@@]1(C)N=O
- F_max (eV/Å) = 5.1
- ΔE to the lowest compared entry with this formula, charge and spin (eV) = 8.125
- E_tot (eV) = -17990.2600

ORCA input file:
```
! RIJCOSX wB97M-V def2-TZVPD def2/J DEFGRID3
* xyz 1 1
C -0.4055 0.2987 0.1777
C 0.7527 -0.6087 -0.2196
C -1.3745 0.6921 -0.9378
C -1.3803 -0.1849 1.3748
C 0.7239 -1.8016 -0.9855
N 0.3430 1.4104 0.6844
N 1.3716 -0.9249 1.3310
N 1.7404 0.3165 -0.6892
O 1.7458 -2.0336 1.3319
O 1.5450 1.4908 -0.1163
O 2.6639 0.2093 -1.4362
O -0.2978 2.5520 0.6276
H -0.8761 0.8653 -1.9003
H -1.8512 1.6218 -0.7460
H -2.2055 0.0309 -1.1113
H -2.1674 -0.6820 0.6600
H -1.7208 0.6476 1.8580
H -0.8613 -0.6534 2.1650
H -0.1359 -2.3741 -0.7057
H 1.5263 -2.4361 -0.6833
H 0.8184 -1.5222 -2.0030
H 0.0455 3.0861 1.3238
*
```

Computed, not measured: one molecule with the formula C5H10N4 in a non-equilibrium geometry, with wB97M-V/def2-TZVPD.

Output
- highest occupied orbital energy (eV) = -7.98
- LUMO level (eV) = 0.89
- frontier orbital gap (eV) = 8.87
- structure (SMILES) = [H]/N=C(N)\C=C(\N)C(=C)N
- F_max (eV/Å) = 2.5
- ΔE to the lowest compared entry with this formula, charge and spin (eV) = 1.163
- E_tot (eV) = -11306.7151

ORCA input file:
```
! RIJCOSX wB97M-V def2-TZVPD def2/J DEFGRID3
* xyz 0 1
C 0.5473 0.8890 0.0033
C -1.6701 -0.1553 -0.6538
C 1.0215 -0.4485 0.5030
N 1.3152 1.9821 0.3421
N -1.7122 -0.5396 -1.9642
N 1.6638 -0.3985 1.7447
C -0.7446 0.9634 -0.3529
C 1.0203 -1.5358 -0.2645
N -2.3788 -0.7864 0.1974
H 2.1712 1.8101 0.8421
H 0.8511 2.8661 0.4745
H -1.3605 0.1003 -2.6579
H -2.4857 -1.1404 -2.2157
H 1.8703 -1.3119 2.1256
H 1.2168 0.2104 2.4171
H -2.2373 -0.4773 1.1537
H -1.1821 1.9457 -0.5028
H 0.5873 -1.5287 -1.2447
H 1.5066 -2.4447 0.0529
*
```

> What is the formula in the third record?

C5H10N3O3